i | Here is a structure of composition C5H3NO from OMol25. Energies are from ωB97M-V/def2-TZVPD.

**Frontier orbital gap (spin up / spin down)**: 8.6641 / 8.6629 eV
**E_HOMO (spin up / spin down)**: -8.51 / -8.51 eV
**Total charge**: 0
**LUMO energy (spin up / spin down)**: 0.16 / 0.15 eV

Last column: Mulliken charge in e.
Element x y z (Å)
C 0.423 -0.666 0.369  -0.546
C 0.122 -1.035 -0.869  -0.622
C -1.478 1.120 0.450  -0.288
C -0.907 -0.263 0.874  0.262
C -1.456 -0.581 -0.692  0.662
N -1.998 0.862 -0.670  -0.518
O -1.908 -1.167 0.383  -0.264
H 1.298 -0.640 0.868  0.498
H 0.429 -1.545 -1.754  0.371
H -1.440 1.987 0.970  0.446

ii | Here is a structure of composition C5H3NO from OMol25. Energies are from ωB97M-V/def2-TZVPD.

**Frontier orbital gap**: 9.0648 eV
**E_HOMO**: -9.32 eV
**Total charge**: 0
**LUMO energy**: -0.26 eV

Last column: Mulliken charge in e.
Element x y z (Å)
N 3.122 0.044 -0.353  -0.389
C 1.989 -0.036 -0.127  0.214
C 0.565 -0.147 0.122  0.788
C 0.405 1.154 0.375  -0.410
O -1.552 1.055 0.110  -0.507
C -1.667 -0.187 -0.200  0.062
C -0.526 -0.986 -0.198  -0.810
H 0.801 1.751 1.201  0.321
H -2.648 -0.611 -0.480  0.351
H -0.489 -2.036 -0.451  0.380

Most favorable structure: ii. The second most favorable one is 0.1032 hartree above it.

i | Here is the molecule C5H3NO from OMol25. Energies are from ωB97M-V/def2-TZVPD.

**SMILES string**: N#CC1=C[C@@H]1C=O
**Frontier orbital gap**: 9.8107 eV
**E_HOMO**: -10.05 eV
**Total charge**: 0
**LUMO energy**: -0.24 eV

Last column: Mulliken charge in e.
Element x y z (Å)
N -3.137 -0.792 -1.175  -0.388
C -2.201 -0.468 -0.577  0.213
C -0.976 -0.276 0.073  0.169
C -0.200 -0.395 1.085  -0.308
O 1.519 1.564 0.810  -0.482
C 1.446 0.882 -0.190  0.011
C 0.498 -0.260 -0.253  -0.336
H 0.064 -0.152 2.092  0.403
H 2.185 0.986 -0.996  0.356
H 0.829 -1.097 -0.867  0.362

ii | Here is the molecule C5H3NO from OMol25. Energies are from ωB97M-V/def2-TZVPD.

**SMILES string**: N#Cc1ccoc1
**Frontier orbital gap**: 10.4598 eV
**E_HOMO**: -9.68 eV
**Total charge**: 0
**LUMO energy**: 0.78 eV

Last column: Mulliken charge in e.
Element x y z (Å)
N -2.677 0.643 1.622  -0.457
C -1.714 0.334 1.057  0.104
C -0.527 0.005 0.339  0.515
C -0.195 -1.203 -0.194  -0.364
O 0.972 -1.110 -0.858  -0.310
C 1.398 0.181 -0.750  -0.375
C 0.528 0.910 -0.019  -0.398
H -0.687 -2.164 -0.167  0.443
H 2.303 0.449 -1.276  0.403
H 0.599 1.954 0.246  0.440

iii | Here is the molecule C5H3NO from OMol25. Energies are from ωB97M-V/def2-TZVPD.

**SMILES string**: C#CCC(=O)C#N
**Frontier orbital gap**: 10.2280 eV
**E_HOMO**: -10.76 eV
**Total charge**: 0
**LUMO energy**: -0.53 eV

Last column: Mulliken charge in e.
Element x y z (Å)
O -2.120 -0.565 0.881  -0.450
C -1.258 -0.056 0.215  0.487
C -0.129 -0.818 -0.460  -0.480
C 1.172 -0.364 0.034  -0.496
C 2.217 0.024 0.486  0.149
C -1.257 1.409 -0.016  0.165
N -1.283 2.545 -0.229  -0.317
H -0.202 -0.661 -1.544  0.286
H -0.287 -1.880 -0.250  0.263
H 3.147 0.366 0.884  0.393

Most favorable structure: ii. The second most favorable one is 0.0651 hartree above it.